[1]
DFT (the ωB97M-V functional and the def2-TZVPD basis) results for the ion C3H6IN2 with charge +1.

LUMO level = -4.01 eV
E = -524.7688 hartree
Relative energy (zero: lowest compared OMol25 entry of this formula, charge and spin) = 2.426 eV
SMILES = I[C@H]1N=CC[NH2+]1
Net charge = +1

Each line ends with the Löwdin charge.
Positions of all 12 atoms, in Å:
N (0.333, 1.358, 0.907)  0.13
H (-1.931, -0.413, -0.526)  0.15
H (0.306, -1.308, -1.021)  0.15
H (-1.452, 2.071, 0.063)  0.12
I (3.104, -0.009, -0.097)  0.90
H (-0.561, 0.351, -1.636)  0.15
H (1.066, -0.665, 1.634)  0.06
C (-0.714, 1.330, 0.225)  -0.18
C (1.099, -0.271, 0.650)  -0.66
C (-0.957, 0.113, -0.629)  -0.05
N (0.078, -0.930, -0.125)  0.00
H (-0.371, -1.627, 0.555)  0.22


[2]
DFT (the ωB97M-V functional and the def2-TZVPD basis) results for a cluster of 2 separate species, C3H6IN2O in total.

LUMO level (spin up / spin down) = -4.21 / -5.13 eV
E = -599.8711 hartree
Relative energy (zero: lowest compared OMol25 entry of this formula, charge and spin) = 2.937 eV
Net charge = +1
2S+1 = 3

Each line ends with the Löwdin charge.
Positions of all 13 atoms, in Å:
H (0.947, 1.852, -0.453)  0.08
H (-2.489, 0.021, -1.229)  0.15
H (0.791, 1.008, 1.107)  0.11
C (0.347, 1.145, 0.122)  -0.01
C (-0.193, -0.220, -1.889)  -0.80
C (0.472, -1.317, -0.100)  0.00
O (-0.112, -1.558, -2.217)  -0.04
H (0.323, -3.216, -1.083)  0.20
H (0.752, -1.564, 0.909)  0.18
N (0.277, -0.105, -0.571)  -0.13
N (0.229, -2.211, -1.040)  0.13
H (-0.660, 1.559, 0.229)  0.11
I (0.314, 1.141, -3.386)  1.01


[3]
DFT (the ωB97M-V functional and the def2-TZVPD basis) results for the ion C3H6IN3 with charge +2.

LUMO level (spin up / spin down) = -10.06 / -10.13 eV
E = -579.0005 hartree
Relative energy (zero: lowest compared OMol25 entry of this formula, charge and spin) = 3.474 eV
Net charge = +2

Each line ends with the Löwdin charge.
Positions of all 13 atoms, in Å:
C (-0.696, -0.076, -0.604)  -0.33
H (-0.804, 2.063, -0.329)  0.19
N (-0.201, 1.239, -0.102)  0.11
I (-3.073, -0.099, -0.350)  1.45
N (-0.242, -1.145, 0.059)  0.01
C (0.934, -1.230, 0.504)  0.07
H (1.631, 2.027, 0.526)  0.18
H (-0.581, -2.066, -0.174)  0.19
C (1.033, 1.180, 0.312)  -0.01
H (2.576, 0.159, 0.421)  0.14
H (-3.467, 0.118, -1.606)  -0.39
N (1.638, 0.005, 0.397)  0.18
H (1.251, -2.175, 0.946)  0.20


[4]
DFT (the ωB97M-V functional and the def2-TZVPD basis) results for an isolated molecule of C3H6INO.

LUMO level (spin up / spin down) = -0.40 / 0.26 eV
E = -545.3992 hartree
Relative energy (zero: lowest compared OMol25 entry of this formula, charge and spin) = 4.968 eV

Each line ends with the Löwdin charge.
Positions of all 12 atoms, in Å:
H (-0.428, -1.453, -1.943)  0.08
H (-1.658, -1.608, -0.860)  0.03
H (-1.555, 0.441, 1.096)  0.09
H (0.066, 1.284, 1.043)  0.04
I (2.029, -0.825, 0.045)  1.16
C (-0.056, -0.760, 0.142)  -0.69
O (2.368, 2.174, 0.252)  -0.15
H (-1.351, 0.039, -1.373)  0.12
C (-0.892, -0.971, -1.053)  -0.18
C (-0.452, 0.345, 1.134)  -0.19
N (2.141, 1.369, -0.572)  -0.36
H (-0.211, -0.033, 2.090)  0.04


Question: Which of these has the highest relative energy (zero: lowest compared OMol25 entry of this formula, charge and spin)?
Answer: C3H6INO


Question: Among the records above, which one has the lowest relative energy (zero: lowest compared OMol25 entry of this formula, charge and spin)?
Answer: C3H6IN2